No. 1
22
Properties=species:S:1:pos:R:3:mulliken_charge:R:1 method="wB97M-V/def2-TZVPD" multiplicity=2 e_homo_ev="-4.01 / -4.06" gap_ev="6.34 / 6.35" charge=-1
Ce 0.34 -0.17 -1.51 0.943
Cl 2.21 0.81 0.49 -0.596
C -1.44 -0.44 -3.11 -1.201
C 2.04 -1.04 -2.88 -1.211
H -0.91 -1.13 -3.78 0.253
H -2.25 -0.96 -2.59 0.272
H -1.85 0.36 -3.74 0.299
H 1.59 -1.60 -3.73 0.308
H 2.46 -1.79 -2.19 0.294
H 2.87 -0.46 -3.32 0.273
Lu 0.02 0.61 1.70 1.072
C -2.10 1.40 1.62 -1.461
C -0.39 -1.13 0.50 -0.775
H -2.61 1.12 0.70 0.281
H -2.76 1.12 2.45 0.307
H -1.99 2.48 1.63 0.342
H 0.30 -1.87 0.03 0.074
H -0.99 -1.81 1.21 0.232
F 1.47 2.40 4.06 -0.267
C 1.28 1.06 3.72 0.105
F 2.43 0.42 4.12 -0.265
F 0.29 0.61 4.62 -0.279

No. 2
20
Properties=species:S:1:pos:R:3:nbo_charge:R:1 method="wB97M-V/def2-TZVPD" multiplicity=1 e_homo_ev=-10.01 e_above_lowest_kcal_mol=20.4 gap_ev=10.74 smiles="CCN(CC)C(=O)Cl.Cl"
C -0.22 2.22 -0.77 -0.655
C 0.62 -2.02 0.83 -0.624
C 0.23 0.77 -1.09 -0.223
C -0.19 -0.78 0.86 -0.219
C -1.57 -0.62 -1.21 0.730
N -0.63 -0.27 -0.37 -0.464
O -1.98 -0.13 -2.18 -0.572
Cl -3.42 1.21 1.04 -0.251
Cl -2.58 -2.00 -0.52 -0.180
H 0.63 2.95 -0.73 0.226
H -0.85 2.53 -1.61 0.219
H -1.02 2.23 0.15 0.228
H 1.48 -1.67 0.26 0.202
H 1.04 -2.35 1.86 0.220
H 0.11 -2.92 0.43 0.232
H 0.24 0.61 -2.23 0.238
H 1.29 0.61 -0.67 0.196
H -1.08 -0.99 1.43 0.224
H 0.36 0.04 1.42 0.212
H -3.48 1.69 -0.09 0.259

No. 3
19
Properties=species:S:1:pos:R:3:nbo_charge:R:1 method="wB97M-V/def2-TZVPD" multiplicity=1 e_homo_ev=-8.96 e_above_lowest_kcal_mol=164.8 gap_ev=8.93
C -1.74 1.03 -0.86 -0.625
C -0.72 -0.19 -1.19 -0.435
C -0.01 -0.70 0.04 0.041
C 0.89 0.11 0.93 -0.076
C 1.45 -0.86 0.07 -0.266
H -2.78 0.73 -0.07 0.203
H -2.23 1.34 -1.86 0.219
H -1.10 1.98 -0.41 0.235
H -0.97 -1.08 -1.74 0.229
H 0.11 0.29 -1.74 0.221
H -1.86 -1.67 0.20 0.358
H -0.26 -1.84 1.97 0.235
H 0.55 -0.22 1.85 0.209
H 2.04 1.74 1.78 0.400
H 1.41 1.92 0.13 0.375
H 1.88 -1.77 0.59 0.233
N -0.64 -2.00 0.38 -0.677
N 1.32 1.48 0.98 -0.856
Cl 2.66 -0.29 -1.04 -0.024

No. 4
19
Properties=species:S:1:pos:R:3:nbo_charge:R:1 method="wB97M-V/def2-TZVPD" multiplicity=1 e_homo_ev=-8.99 e_above_lowest_kcal_mol=52.1 gap_ev=9.70 smiles="CC(C)(C)/C(N)=N/Cl"
C 1.24 -0.25 -0.15 0.459
C -0.42 1.14 1.27 -0.671
C -1.44 -0.90 0.38 -0.631
C -0.79 0.99 -1.20 -0.628
C -0.52 0.26 0.11 0.024
N 2.03 0.28 0.67 -0.537
N 1.47 -1.40 -0.96 -0.887
Cl 3.71 0.14 0.36 0.061
H -1.25 1.72 1.48 0.212
H 0.61 1.69 1.22 0.264
H -0.15 0.60 2.16 0.221
H -1.42 -1.67 -0.48 0.194
H -2.42 -0.62 0.65 0.226
H -1.15 -1.54 1.24 0.225
H -1.72 1.55 -0.96 0.212
H 0.03 1.57 -1.59 0.229
H -0.95 0.25 -1.99 0.210
H 0.69 -2.09 -1.06 0.406
H 2.44 -1.74 -1.15 0.411

No. 5
20
Properties=species:S:1:pos:R:3:nbo_charge:R:1 method="wB97M-V/def2-TZVPD" multiplicity=2 e_homo_ev="-7.40 / -8.70" e_above_lowest_kcal_mol=31.0 gap_ev="6.28 / 7.03"
Ti 0.57 -1.52 1.42 1.379
Cl 1.48 -0.77 -0.47 -0.451
C 1.79 -0.61 2.77 -1.078
H 1.62 -1.19 3.70 0.229
H 1.40 0.41 2.87 0.222
H 2.84 -0.65 2.46 0.266
Pb -1.12 0.77 -0.91 1.025
C 0.45 2.44 -0.94 -0.929
C -1.32 -0.86 -2.51 -0.934
C -3.01 1.45 -0.22 -0.869
H -1.62 -1.77 -2.00 0.216
H -2.10 -0.58 -3.24 0.227
H -0.36 -1.02 -3.00 0.233
H 0.74 2.62 0.09 0.221
H 1.33 2.12 -1.51 0.231
H 0.02 3.35 -1.37 0.224
H -3.07 2.45 0.25 0.202
H -3.92 0.87 -0.49 0.201
N 2.50 -4.21 1.58 -0.387
C 1.78 -3.29 1.51 -0.227

No. 6
18
Properties=species:S:1:pos:R:3:nbo_charge:R:1 method="wB97M-V/def2-TZVPD" multiplicity=3 e_homo_ev="-5.40 / -10.39" e_above_lowest_kcal_mol=8.3 gap_ev="6.32 / 8.24"
C -2.28 -0.88 -0.68 -0.690
C -2.35 -0.66 1.72 -0.312
C 3.08 -0.37 0.72 -0.260
C -1.73 -1.19 0.67 -0.161
C 1.36 0.61 -0.51 -0.102
O 1.83 0.20 0.66 -0.526
Cl 2.03 2.09 -1.12 -0.055
H -3.28 -0.35 -0.78 0.216
H -1.69 -0.22 -1.23 0.227
H -2.38 -1.79 -1.39 0.223
H -3.07 0.14 1.66 0.161
H -2.01 -0.74 2.72 0.163
H 0.20 0.52 -0.11 0.209
H 2.97 -1.40 0.21 0.161
H 3.13 -0.66 1.81 0.201
H 3.85 0.25 0.32 0.189
H -1.00 -2.03 0.72 0.182
H 1.29 -0.12 -1.30 0.174

No. 7
20
Properties=species:S:1:pos:R:3:nbo_charge:R:1 method="wB97M-V/def2-TZVPD" multiplicity=1 e_homo_ev=-8.60 e_above_lowest_kcal_mol=31.3 gap_ev=8.84 smiles="C[S@](=O)(O)=CCl.C=CC"
C 3.17 -1.80 0.39 -0.403
C 2.42 0.48 0.00 -0.672
C -3.70 0.36 -0.23 -0.851
C 2.34 -0.79 0.69 -0.153
C -0.70 0.96 -1.00 -0.829
O -1.87 0.83 1.28 -0.914
O -1.58 -1.20 0.11 -0.911
S -1.94 0.14 -0.16 2.023
Cl 0.06 -0.13 -2.10 -0.015
H 4.03 -1.82 -0.11 0.180
H 3.11 -2.74 0.85 0.184
H -0.99 1.06 1.61 0.527
H 2.77 1.41 0.58 0.203
H 3.24 0.31 -0.71 0.214
H 1.40 0.83 -0.34 0.244
H -4.03 0.06 0.75 0.270
H -3.75 1.43 -0.22 0.246
H -4.23 -0.11 -1.05 0.263
H 1.48 -0.90 1.31 0.187
H -1.23 1.64 -1.66 0.208

No. 8
19
Properties=species:S:1:pos:R:3:nbo_charge:R:1 method="wB97M-V/def2-TZVPD" multiplicity=1 e_homo_ev=-8.62 e_above_lowest_kcal_mol=53.4 gap_ev=8.52
C 0.11 1.92 1.12 -0.653
C 1.40 -0.08 0.15 -0.622
C -0.35 1.19 -1.28 -0.641
C -0.87 -2.35 -0.32 0.139
C 0.08 0.80 0.13 -0.092
O 0.03 -3.15 0.33 -0.680
S -1.28 -0.30 0.89 -0.077
Cl -2.50 -2.96 -0.58 -0.025
H -0.75 2.57 1.14 0.225
H 0.36 1.59 2.11 0.225
H 0.93 2.76 0.97 0.211
H 1.17 -0.77 -0.69 0.206
H 1.47 -0.41 1.20 0.230
H 2.19 0.59 -0.14 0.207
H 0.70 1.34 -1.84 0.208
H -0.70 0.39 -1.90 0.211
H -1.17 1.96 -1.30 0.235
H -0.60 -1.88 -1.25 0.191
H -0.23 -3.20 1.27 0.503

No. 9
18
Properties=species:S:1:pos:R:3:nbo_charge:R:1 method="wB97M-V/def2-TZVPD" multiplicity=1 e_homo_ev=-9.69 e_above_lowest_kcal_mol=16.9 gap_ev=10.54 smiles="C=C[Si](C)(C)CCl"
Cl -2.14 -1.79 0.25 -0.045
C -0.40 -0.26 2.44 -0.329
C 0.51 -0.20 1.51 -0.665
C 1.79 -0.04 -1.28 -1.097
C -0.68 1.65 -0.38 -1.109
C -0.98 -1.32 -0.98 -0.839
Si 0.18 -0.01 -0.30 1.591
H -0.18 -0.37 3.51 0.191
H -1.45 -0.27 2.16 0.194
H 1.54 -0.07 1.76 0.210
H 2.18 -1.05 -1.17 0.235
H 1.61 0.13 -2.34 0.238
H 2.50 0.68 -0.90 0.242
H -0.24 2.25 0.44 0.245
H -1.73 1.48 -0.24 0.240
H -0.56 2.15 -1.33 0.233
H -1.50 -0.82 -1.77 0.230
H -0.46 -2.16 -1.38 0.234

No. 10
18
Properties=species:S:1:pos:R:3:nbo_charge:R:1 method="wB97M-V/def2-TZVPD" multiplicity=1 e_homo_ev=-9.58 e_above_lowest_kcal_mol=7.1 gap_ev=10.46 smiles=C[Si](C)(Cl)C1CC1
C 1.27 1.67 0.42 -0.424
C 1.81 0.69 -0.57 -0.424
C 0.42 1.14 -0.68 -0.644
C -0.63 -0.58 1.72 -1.098
C -1.17 -1.78 -1.20 -1.066
Si -0.93 -0.17 -0.11 1.521
Cl -2.67 0.85 -0.23 -0.399
H 1.29 1.17 1.48 0.214
H 1.47 2.79 0.41 0.230
H 2.58 0.81 -1.31 0.222
H 1.91 -0.30 -0.14 0.192
H 0.01 1.77 -1.53 0.255
H 0.18 -1.30 1.60 0.226
H -0.25 0.35 2.13 0.240
H -1.36 -1.00 2.30 0.246
H -0.51 -2.52 -0.97 0.227
H -2.19 -1.97 -1.03 0.239
H -1.22 -1.63 -2.27 0.242

No. 11
21
Properties=species:S:1:pos:R:3:mulliken_charge:R:1 method="wB97M-V/def2-TZVPD" multiplicity=8 e_homo_ev="-12.38 / -12.82" e_above_lowest_kcal_mol=10.9 gap_ev="5.20 / 7.55" charge=+1
C -2.20 -0.79 1.99 -0.529
O -1.75 -2.10 1.78 -0.350
H -3.17 -0.85 2.50 0.258
H -1.50 -0.20 2.61 0.197
H -2.31 -0.25 1.03 0.227
O 1.74 3.09 -0.94 -0.662
C 1.76 2.84 -2.22 -0.289
C 0.18 1.46 -2.56 -0.321
O 0.29 0.58 -1.60 -0.580
C -0.56 -2.24 0.91 -0.330
C 0.74 -1.85 1.60 -0.379
O 0.98 -0.49 1.67 -0.649
Eu 1.08 1.37 0.48 1.867
H 2.57 2.19 -2.59 0.313
H 1.51 3.67 -2.90 0.359
H 0.37 1.11 -3.59 0.355
H -0.65 2.19 -2.48 0.321
H -0.53 -3.31 0.66 0.296
H -0.83 -1.71 -0.02 0.270
H 1.55 -2.39 1.07 0.329
H 0.73 -2.30 2.61 0.298

No. 12
17
Properties=species:S:1:pos:R:3:nbo_charge:R:1 method="wB97M-V/def2-TZVPD" multiplicity=1 e_homo_ev=-11.10 e_above_lowest_kcal_mol=27.3 gap_ev=12.17 smiles=CC(C)CCF
C -0.59 1.29 -0.21 -0.607
C -0.68 -0.05 0.39 -0.227
C -1.75 -0.96 -0.12 -0.610
C 0.69 -0.66 -0.06 -0.435
C 1.85 0.19 0.24 0.052
H 0.17 1.89 0.43 0.201
H -1.43 1.97 -0.32 0.221
H -0.01 1.23 -1.18 0.201
H -0.56 -0.05 1.49 0.202
H -1.89 -1.65 0.71 0.217
H -2.69 -0.47 -0.35 0.215
H -1.41 -1.58 -1.02 0.208
H 0.91 -1.64 0.33 0.219
H 0.57 -0.76 -1.10 0.200
H 1.90 0.54 1.30 0.167
H 1.81 1.17 -0.35 0.171
F 3.12 -0.45 -0.18 -0.396

No. 13
18
Properties=species:S:1:pos:R:3:nbo_charge:R:1 method="wB97M-V/def2-TZVPD" multiplicity=1 e_homo_ev="-13.13 / -11.58" e_above_lowest_kcal_mol=173.1 gap_ev="9.84 / 6.40" charge=+1
C -1.25 2.67 2.77 -0.625
C -0.25 2.48 1.96 0.441
C 1.46 -1.29 -0.18 -0.372
C -0.35 -1.91 -1.62 -0.448
C -0.40 0.38 -0.93 -0.102
N 0.44 -0.70 -1.30 -0.423
F 0.96 2.70 1.53 -0.287
H -1.46 3.36 3.66 0.244
H -2.18 2.14 2.71 0.243
H 2.19 -1.76 -0.86 0.219
H 2.03 -0.59 0.36 0.256
H 0.82 -2.09 0.13 0.233
H -1.20 -1.55 -2.26 0.251
H 0.15 -2.76 -2.01 0.252
H -0.92 -2.27 -0.73 0.239
H -0.01 1.42 -1.01 0.223
H -1.13 0.20 -0.17 0.203
H 1.09 -0.42 -2.08 0.452

no.,E_tot (hartree)
1,-2667.468666
2,-1247.471493
3,-766.544731
4,-766.724475
5,-1754.151592
6,-732.270170
7,-1205.778008
8,-1130.634956
9,-946.785250
10,-946.800752
11,-1208.027223
12,-296.928284
13,-351.219866